Formula: C21H51ClOP2Rh
Source: the Open Molecules 2025 dataset
Level of theory: ωB97M-V/def2-TZVPD

Calculated values
* net charge: -1
* E_HOMO (spin up / spin down): -0.01501 / -0.12357 Ha
* multiplicity: 5
* total energy: -58746.2578 eV
* orbital gap (spin up / spin down): 3.44 / 6.05 eV
* expectation value of S²: 6.019

Element x y z (Å)
Rh: 0.000 0.000 0.000
P: -0.348 -2.337 -0.238
C: 0.657 -3.109 -1.640
C: -0.035 -3.484 1.200
C: -2.109 -2.586 -0.831
C: 2.041 -2.502 -1.827
H: 0.069 -2.837 -2.517
C: 0.772 -4.630 -1.580
H: 1.547 -4.945 -0.884
H: 1.059 -5.001 -2.564
H: -0.147 -5.134 -1.302
H: 1.993 -1.566 -2.370
H: 2.658 -3.193 -2.404
H: 2.546 -2.325 -0.880
H: -2.061 -2.036 -1.773
C: -3.155 -1.902 0.043
C: -2.523 -4.018 -1.133
H: -2.080 -4.396 -2.049
H: -3.606 -4.062 -1.257
H: -2.267 -4.698 -0.320
H: -2.719 -1.155 0.700
H: -3.702 -2.614 0.655
H: -3.881 -1.399 -0.594
C: 1.391 -3.310 1.710
H: -0.122 -4.486 0.780
C: -1.052 -3.370 2.329
H: 2.132 -3.698 1.017
H: 1.508 -3.851 2.650
H: 1.616 -2.265 1.892
H: -1.261 -2.339 2.588
H: -0.654 -3.861 3.218
H: -1.987 -3.862 2.081
Cl: 0.117 -0.062 2.316
H: 1.548 -0.241 -0.447
H: -1.579 0.270 -0.292
P: 0.330 2.348 -0.143
C: -0.874 3.207 -1.320
C: 0.257 3.401 1.396
C: 1.980 2.634 -0.986
C: -2.271 2.602 -1.342
H: -0.424 3.002 -2.293
C: -0.977 4.719 -1.138
H: -1.630 4.977 -0.307
H: -1.418 5.153 -2.035
H: -0.024 5.212 -0.977
H: -2.291 1.666 -1.886
H: -2.950 3.294 -1.842
H: -2.661 2.426 -0.342
H: 1.776 2.153 -1.945
C: 3.139 1.885 -0.338
C: 2.365 4.082 -1.248
H: 1.772 4.537 -2.035
H: 3.407 4.124 -1.567
H: 2.281 4.697 -0.353
H: 2.806 1.173 0.411
H: 3.848 2.563 0.130
H: 3.681 1.330 -1.104
C: -1.086 3.216 2.095
H: 0.309 4.428 1.033
C: 1.422 3.195 2.355
H: -1.873 3.819 1.651
H: -0.995 3.516 3.139
H: -1.401 2.178 2.068
H: 1.551 2.153 2.625
H: 1.231 3.754 3.272
H: 2.355 3.565 1.942
C: -3.846 -0.163 2.160
C: -2.383 0.526 1.862
C: -2.162 0.676 3.506
O: -0.887 0.980 0.924
H: -3.706 -1.192 2.588
H: -4.530 -0.202 1.288
H: -4.502 0.346 2.904
H: -3.029 1.367 1.503
H: -1.988 -0.313 3.984
H: -1.316 1.295 3.879
H: -2.992 1.189 4.043

Atom charges from the Löwdin analysis, given in e for atoms 1 to 5: 0.4744, 0.9589, -0.5256, -0.5493, -0.5405